DFT (the ωB97M-V functional and the def2-TZVPD basis) results for C18H30BrN2OPPbSi as an isolated structure at a distorted geometry.

The value obtained for the LUMO energy is -0.3 eV. The value obtained for the frontier orbital gap is 4.57 eV. The calculation puts the HOMO energy at -4.8 eV. The calculation puts the total energy at -116633.1291 eV.

Geometry (Å):
Pb: -0.387 -0.552 -0.118
Si: -1.302 2.721 -1.437
P: 0.889 3.237 -1.205
N: 0.382 -0.244 1.972
H: 0.005 -2.280 -1.913
C: 2.114 1.998 -0.693
H: 3.072 2.517 -0.537
H: 2.250 1.227 -1.465
H: 1.824 1.494 0.240
C: 1.446 3.958 -2.777
H: 2.303 4.620 -2.591
H: 0.631 4.543 -3.223
H: 1.739 3.164 -3.476
C: 1.017 4.590 0.010
H: 1.980 5.108 -0.120
H: 0.948 4.180 1.028
H: 0.197 5.304 -0.143
C: -1.589 1.577 -2.900
H: -1.355 0.526 -2.666
H: -1.020 1.883 -3.786
H: -2.662 1.648 -3.124
H: -1.844 2.022 -0.233
H: -2.069 3.986 -1.659
C: 0.008 0.524 2.958
C: 0.359 1.090 5.348
C: 0.655 0.313 4.246
C: -0.998 1.585 2.925
C: -1.270 2.353 4.041
C: -0.614 2.108 5.261
H: 0.874 0.911 6.295
H: 1.382 -0.502 4.290
H: -1.531 1.757 1.984
H: -2.009 3.155 3.987
H: -0.853 2.702 6.145
C: 1.142 -2.137 -2.011
O: 1.498 -1.434 -0.859
C: 1.816 -3.499 -2.027
H: 1.503 -4.074 -2.906
H: 1.578 -4.079 -1.129
H: 2.908 -3.380 -2.067
C: 1.418 -1.360 -3.293
H: 2.441 -0.968 -3.289
H: 0.740 -0.512 -3.428
H: 1.303 -2.014 -4.162
Br: -4.609 -2.993 3.601
C: -3.823 -3.063 1.874
C: -4.496 -3.652 0.800
C: -3.870 -3.695 -0.450
C: -2.594 -3.142 -0.584
N: -1.956 -2.559 0.450
C: -2.534 -2.540 1.679
H: -5.481 -4.074 0.953
H: -4.341 -4.142 -1.322
H: -2.065 -3.156 -1.544
H: -1.974 -2.091 2.499

These are the natural (NBO) partial charges, in e, on atoms 1 to 5: 1.186, 0.822, 1.066, -1.114, 0.102

DFT (the ωB97M-V functional and the def2-TZVPD basis) results for a 2-piece molecular cluster, C18H30ClNO5P overall at a distorted geometry.

The value obtained for the LUMO energy is -4.5 eV. Its total charge is +1. The value obtained for the frontier orbital gap is 8.16 eV. The calculation puts the HOMO energy at -12.6 eV. The calculation puts the total energy at -52673.1862 eV.

Geometry (Å):
C: 3.219 -0.756 1.750
C: 3.904 -0.661 0.264
O: 3.531 -1.613 -0.635
O: 4.887 0.332 -0.193
C: 4.448 1.715 0.049
C: 4.142 2.590 -1.312
C: 2.557 3.121 -1.281
C: 1.610 1.813 -1.565
P: -0.264 2.171 -1.648
C: -1.318 0.533 -1.619
C: -2.925 0.938 -1.731
C: -3.882 0.039 -0.702
Cl: -3.416 0.703 -3.523
C: -0.945 3.247 -0.220
C: -0.902 4.906 -0.170
C: -1.594 5.615 1.135
N: -2.242 4.950 2.317
C: -2.281 3.450 2.243
C: -1.671 2.479 1.073
H: 2.041 -0.826 1.573
H: 3.518 -1.695 2.381
H: 3.375 0.270 2.334
H: 3.511 1.827 0.741
H: 5.349 2.251 0.620
H: 4.415 2.044 -2.312
H: 4.856 3.545 -1.260
H: 2.449 3.928 -2.149
H: 2.304 3.612 -0.242
H: 1.925 1.400 -2.639
H: 1.899 0.959 -0.806
H: -0.591 2.787 -2.942
H: -0.952 -0.134 -2.537
H: -1.143 -0.027 -0.581
H: -3.148 2.058 -1.468
H: -4.570 -0.672 -1.329
H: -4.577 0.797 -0.109
H: -3.246 -0.542 0.105
H: -0.427 5.487 -1.068
H: -1.580 6.809 1.144
H: -2.822 2.891 3.149
H: -1.790 1.318 1.166
C: -0.503 -5.014 -1.436
C: 0.309 -4.532 -0.247
O: -0.535 -3.973 0.767
C: -1.239 -4.866 1.508
O: -1.208 -6.080 1.391
O: -2.005 -4.173 2.387
C: -2.882 -4.991 3.155
H: -1.135 -4.209 -1.822
H: 0.153 -5.369 -2.234
H: -1.173 -5.834 -1.156
H: 0.982 -3.731 -0.573
H: 0.936 -5.329 0.171
H: -2.333 -5.785 3.673
H: -3.656 -5.416 2.507
H: -3.366 -4.361 3.906

These are the natural (NBO) partial charges, in e, on atoms 1 to 5: -0.742, 0.768, -0.568, -0.521, -0.100

DFT (the ωB97M-V functional and the def2-TZVPD basis) results for C18H31AlN4O6P as an isolated structure.

The value obtained for the LUMO energy is -2.4 eV. Its total charge is +1. The value obtained for the frontier orbital gap is 8.52 eV. The calculation puts the HOMO energy at -10.9 eV. The calculation puts the total energy at -53300.7976 eV.

Geometry (Å):
Al: 0.116 0.210 0.358
C: -3.767 -5.202 -0.473
O: -3.537 -5.044 0.925
C: -2.824 -3.990 1.330
C: -2.648 -3.881 2.727
C: -1.932 -2.839 3.222
C: -1.352 -1.855 2.380
C: -0.592 -0.779 2.934
C: -0.405 -0.629 4.412
O: -0.031 0.092 2.217
C: -1.532 -1.984 0.973
O: -1.034 -1.133 0.104
C: -2.276 -3.057 0.471
H: -4.391 -6.082 -0.576
H: -2.827 -5.355 -1.006
H: -4.289 -4.335 -0.883
H: -3.088 -4.633 3.369
H: -1.801 -2.764 4.294
H: -1.349 -0.709 4.949
H: 0.053 0.335 4.615
H: 0.258 -1.417 4.776
H: -2.389 -3.128 -0.601
C: 1.048 -1.543 -3.132
O: 0.133 -0.456 -3.415
P: -0.138 0.622 -2.260
O: -1.511 1.253 -2.869
C: -2.670 0.393 -2.889
O: 0.857 1.835 -2.528
C: 1.140 2.369 -3.836
H: 1.119 -2.133 -4.039
H: 0.666 -2.160 -2.317
H: 2.035 -1.164 -2.868
H: -2.910 0.046 -1.882
H: -2.493 -0.461 -3.541
H: -3.495 0.979 -3.282
H: 2.209 2.281 -4.010
H: 0.860 3.420 -3.844
H: 0.597 1.833 -4.612
C: 2.689 2.376 0.792
C: 2.902 0.892 1.098
C: 4.387 0.547 0.994
C: 2.060 -0.012 0.172
H: 3.287 3.006 1.455
H: 1.643 2.674 0.908
H: 2.982 2.595 -0.240
H: 2.591 0.715 2.133
H: 4.748 0.723 -0.024
H: 4.569 -0.502 1.239
H: 4.986 1.160 1.673
H: 2.295 -1.058 0.405
H: 2.422 0.144 -0.852
N: -2.422 4.140 -2.121
C: -2.632 4.555 -0.870
N: -3.257 5.715 -0.659
N: -2.266 3.874 0.204
C: -1.553 2.813 0.238
N: -0.908 1.857 0.380
H: -2.725 4.689 -2.906
H: -2.067 3.205 -2.293
H: -3.543 6.316 -1.410
H: -3.353 6.035 0.288

These are the natural (NBO) partial charges, in e, on atoms 1 to 5: 1.748, -0.259, -0.465, 0.404, -0.302

DFT (the ωB97M-V functional and the def2-TZVPD basis) results for C18H31As3IrO2S as an isolated structure.

The value obtained for the LUMO energy (alpha / beta) is -8.3 / -9.2 eV. Its total charge is +2. The value obtained for the frontier orbital gap (alpha / beta) is 5.01 / 4.11 eV. The calculation puts the HOMO energy (alpha / beta) at -13.3 / -13.3 eV. Its spin multiplicity is 2. The calculation puts the total energy at -219437.9224 eV.

Geometry (Å):
Ir: 0.932 0.495 -1.383
C: -1.565 -2.123 -1.261
As: 0.095 -1.567 -0.468
C: 1.351 -2.962 -0.934
C: -0.248 -1.636 1.437
C: 0.734 -0.947 2.396
C: 2.180 -1.329 2.060
C: 0.567 0.582 2.362
As: 1.197 1.537 0.793
C: 3.034 2.037 1.108
C: 0.230 3.199 0.866
C: 0.445 -1.438 3.831
As: -1.316 -1.459 4.776
C: -2.221 -2.928 3.837
C: -2.354 0.017 3.994
H: -1.859 -3.072 -0.814
H: -1.435 -2.251 -2.334
H: -2.330 -1.374 -1.068
H: 1.077 -3.878 -0.411
H: 2.368 -2.690 -0.659
H: 1.292 -3.137 -2.007
H: -0.295 -2.705 1.663
H: -1.257 -1.243 1.568
H: 2.487 -0.976 1.066
H: 2.316 -2.411 2.085
H: 2.869 -0.895 2.786
H: 1.119 1.029 3.193
H: -0.477 0.865 2.484
H: 3.098 2.521 2.082
H: 3.340 2.740 0.335
H: 3.687 1.167 1.095
H: 0.369 3.631 1.856
H: -0.828 3.021 0.688
H: 0.627 3.880 0.115
H: 1.110 -0.893 4.506
H: 0.759 -2.485 3.904
H: -1.581 -3.811 3.831
H: -2.526 -2.683 2.821
H: -3.114 -3.177 4.409
H: -1.923 0.980 4.265
H: -3.341 -0.036 4.454
H: -2.491 -0.046 2.914
O: 1.214 2.530 -2.283
C: 0.056 2.239 -2.637
O: -0.696 1.563 -1.794
C: -0.343 2.179 -4.062
C: -0.878 3.171 -4.836
C: -1.146 2.902 -6.185
C: -0.865 1.656 -6.746
C: -0.309 0.660 -5.978
C: -0.034 0.897 -4.610
S: 0.697 -0.342 -3.692
H: -1.093 4.146 -4.419
H: -1.575 3.682 -6.801
H: -1.077 1.472 -7.790
H: -0.072 -0.305 -6.406

These are the natural (NBO) partial charges, in e, on atoms 1 to 5: 0.609, -0.942, 1.230, -0.955, -0.738

DFT (the ωB97M-V functional and the def2-TZVPD basis) results for C18H31CaN2O8P2Se as an isolated structure at a distorted geometry.

The value obtained for the LUMO energy is 2.2 eV. Its total charge is -1. The value obtained for the frontier orbital gap is 4.44 eV. The calculation puts the HOMO energy at -2.2 eV. The calculation puts the total energy at -140900.3901 eV.

Geometry (Å):
Ca: -0.795 0.200 -0.552
C: -3.114 -0.889 -4.119
C: -1.913 0.020 -4.023
O: -1.520 0.558 -5.265
P: -0.437 -0.809 -3.346
O: 0.774 0.089 -3.863
O: -0.291 -2.096 -4.321
O: -0.291 -1.255 -1.957
P: -2.326 1.367 -2.818
O: -0.823 2.091 -2.806
O: -3.320 2.321 -3.333
O: -2.536 0.663 -1.522
H: -2.970 -1.681 -4.859
H: -3.974 -0.278 -4.397
H: -3.303 -1.336 -3.145
H: -1.320 -0.179 -5.859
H: 0.496 1.002 -4.005
H: -0.059 -2.852 -3.779
H: -0.995 3.022 -2.629
Se: -0.145 1.479 1.559
C: -1.055 0.703 6.264
C: -1.515 0.017 5.017
C: -0.707 -0.906 4.375
C: -1.062 -1.460 3.156
C: -0.100 -2.376 2.477
C: -2.306 -1.120 2.579
C: -2.705 -1.641 1.287
O: -2.017 -2.257 0.492
C: -3.144 -0.194 3.240
C: -4.431 0.288 2.638
C: -2.736 0.347 4.441
H: -0.340 0.092 6.810
H: -1.889 0.954 6.916
H: -0.560 1.628 5.969
H: 0.255 -1.151 4.804
H: 0.673 -2.699 3.172
H: 0.366 -1.819 1.656
H: -0.597 -3.247 2.055
H: -3.772 -1.475 1.027
H: -4.213 0.822 1.712
H: -4.928 0.976 3.319
H: -5.116 -0.531 2.418
H: -3.354 1.093 4.921
C: 2.370 1.399 -1.061
C: 3.703 2.002 -1.556
N: 4.812 1.151 -1.131
C: 4.661 -0.159 -1.757
C: 3.290 -0.774 -1.385
N: 2.607 0.098 -0.443
C: 3.443 0.291 0.737
C: 4.754 1.005 0.323
H: 1.685 1.251 -1.896
H: 1.893 2.029 -0.308
H: 3.872 3.001 -1.147
H: 3.735 2.065 -2.649
H: 5.491 -0.787 -1.419
H: 4.754 -0.023 -2.840
H: 3.410 -1.753 -0.915
H: 2.656 -0.896 -2.267
H: 3.654 -0.692 1.168
H: 2.861 0.868 1.457
H: 5.641 0.439 0.627
H: 4.822 2.006 0.755

These are the natural (NBO) partial charges, in e, on atoms 1 to 5: 1.721, -0.647, -0.477, -0.700, 2.327

DFT (the ωB97M-V functional and the def2-TZVPD basis) results for C18H31ClNO2P2Pt as an isolated structure at a distorted geometry.

The value obtained for the LUMO energy (alpha / beta) is -2.7 / -7.3 eV. Its total charge is +1. The value obtained for the frontier orbital gap (alpha / beta) is 3.90 / 3.52 eV. The calculation puts the HOMO energy (alpha / beta) at -6.6 / -10.8 eV. Its spin multiplicity is 5. The calculation puts the total energy at -59087.4178 eV.

Geometry (Å):
C: -1.190 -1.196 -3.913
C: -0.683 -1.102 -2.615
N: -1.140 -0.212 -1.728
C: -2.172 0.579 -2.078
C: -2.695 0.569 -3.376
C: -2.224 -0.342 -4.294
C: 0.144 -2.247 -2.165
P: 0.835 -2.071 -0.524
Pt: -0.382 -0.205 0.323
P: -1.518 1.784 0.367
C: -2.717 1.563 -1.062
C: 0.642 0.000 2.247
C: 0.537 -0.922 3.277
C: 1.276 -0.744 4.461
C: 2.136 0.352 4.606
C: 2.281 1.248 3.541
C: 1.518 1.078 2.371
O: 3.996 0.509 -5.444
O: 1.015 4.027 -2.633
H: -0.705 -1.921 -4.566
H: -3.521 1.252 -3.623
H: -2.617 -0.412 -5.311
C: 0.544 -3.733 0.160
C: 2.631 -1.829 -0.511
H: -2.808 2.534 -1.592
H: -3.691 1.248 -0.623
H: 0.876 -2.461 -2.936
H: -0.578 -3.075 -2.076
C: -2.558 2.064 1.825
C: -0.666 3.351 0.034
H: -0.092 -1.795 3.130
H: 1.177 -1.453 5.273
H: 2.684 0.511 5.527
H: 2.969 2.080 3.603
H: 1.636 1.742 1.520
H: 0.665 3.310 -3.166
H: 1.990 3.889 -2.681
H: 3.462 0.615 -4.664
H: 3.818 -0.411 -5.600
H: 1.214 -0.278 -0.042
H: 1.106 -4.495 -0.410
H: 0.789 -3.719 1.237
H: -0.518 -4.008 0.033
H: 3.204 -2.728 -0.727
H: 2.890 -1.064 -1.245
H: 2.875 -1.424 0.481
H: -1.413 4.158 0.063
H: 0.078 3.519 0.821
H: -0.169 3.352 -0.942
H: -3.080 3.035 1.759
H: -3.277 1.240 1.920
H: -1.889 2.072 2.697
Cl: -3.342 -1.651 0.094
C: -1.967 -1.314 1.173
H: -2.400 -0.861 2.066
H: -1.515 -2.286 1.421

These are the natural (NBO) partial charges, in e, on atoms 1 to 5: -0.216, 0.115, -0.655, 0.131, -0.226

DFT (the ωB97M-V functional and the def2-TZVPD basis) results for a 3-piece molecular cluster, C18H31N2O5S2 overall.

The value obtained for the LUMO energy is -3.2 eV. Its total charge is +1. The value obtained for the frontier orbital gap is 9.03 eV. The calculation puts the HOMO energy at -12.2 eV. The calculation puts the total energy at -54048.5466 eV.

Geometry (Å):
C: 0.357 -2.361 0.792
C: 0.147 -1.669 -0.166
C: -0.122 -0.856 -1.287
N: 0.391 0.361 -1.455
C: -0.011 0.880 -2.647
C: -0.807 -0.049 -3.215
N: -0.877 -1.118 -2.354
C: -1.667 -2.324 -2.663
C: -2.454 -2.934 -1.519
C: -3.714 -2.183 -1.057
C: -3.504 -0.695 -0.863
O: -4.606 0.065 -0.430
C: -5.743 -0.602 0.079
H: 0.586 -2.994 1.618
H: 1.008 0.829 -0.797
H: 0.296 1.842 -3.009
H: -1.331 -0.020 -4.150
H: -2.355 -2.018 -3.447
H: -0.990 -3.056 -3.097
H: -2.780 -3.901 -1.899
H: -1.816 -3.155 -0.670
H: -4.023 -2.648 -0.123
H: -4.509 -2.364 -1.780
H: -3.188 -0.256 -1.811
H: -2.680 -0.540 -0.154
H: -5.507 -1.222 0.944
H: -6.429 0.172 0.403
H: -6.244 -1.200 -0.681
C: 5.450 0.317 -1.574
C: 5.988 1.447 -0.688
C: 4.927 2.553 -0.661
S: 3.351 1.733 -0.905
O: 2.751 2.150 -2.152
O: 2.526 1.768 0.286
C: 4.015 0.081 -1.114
H: 6.045 -0.589 -1.481
H: 5.461 0.620 -2.623
H: 6.157 1.073 0.323
H: 6.935 1.833 -1.057
H: 4.886 3.089 0.285
H: 5.042 3.259 -1.481
H: 3.399 -0.458 -1.832
H: 3.980 -0.407 -0.140
C: -1.428 1.220 2.399
C: -1.461 1.882 3.785
C: -0.611 1.014 4.724
S: 0.628 0.227 3.685
O: 0.387 -1.197 3.659
O: 1.938 0.738 3.982
C: 0.040 0.897 2.137
H: -1.840 1.870 1.627
H: -2.017 0.300 2.414
H: -1.037 2.885 3.720
H: -2.477 1.979 4.161
H: -0.096 1.585 5.491
H: -1.193 0.218 5.184
H: 0.206 0.142 1.373
H: 0.620 1.791 1.912

These are the natural (NBO) partial charges, in e, on atoms 1 to 5: -0.050, -0.104, 0.330, -0.456, -0.024

DFT (the ωB97M-V functional and the def2-TZVPD basis) results for the molecule C18H31N5O3S.

The value obtained for the LUMO energy is 0.2 eV. As for the SMILES: CCN1CCC[C@@H](ONC(=O)[C@H](CNC(=O)Cc2cnns2)C(C)(C)C)C1. The value obtained for the frontier orbital gap is 8.75 eV. The calculation puts the HOMO energy at -8.6 eV. The calculation puts the total energy at -43596.3277 eV.

Geometry (Å):
C: -3.037 -1.814 -1.506
C: -3.959 -0.666 -1.130
N: -3.292 0.626 -1.015
C: -4.287 1.668 -0.805
C: -3.657 3.043 -0.663
C: -2.616 3.059 0.453
C: -1.612 1.965 0.176
O: -0.668 1.958 1.253
N: 0.488 1.283 0.920
C: 0.708 0.049 1.446
O: -0.182 -0.656 1.882
C: 2.173 -0.368 1.452
C: 2.464 -1.409 0.374
N: 2.141 -1.046 -1.002
C: 2.499 0.101 -1.614
O: 3.017 1.045 -1.040
C: 2.392 0.095 -3.138
C: 1.109 -0.378 -3.736
C: 0.904 -1.445 -4.568
N: -0.372 -1.623 -4.979
N: -1.189 -0.757 -4.509
S: -0.409 0.350 -3.527
C: 2.634 -0.826 2.863
C: 2.083 -2.195 3.273
C: 2.183 0.220 3.886
C: 4.166 -0.883 2.895
C: -2.297 0.615 0.046
H: -3.625 -2.711 -1.705
H: -2.474 -1.577 -2.409
H: -2.334 -2.057 -0.708
H: -4.728 -0.568 -1.900
H: -4.481 -0.909 -0.187
H: -4.971 1.661 -1.656
H: -4.893 1.450 0.095
H: -3.203 3.334 -1.615
H: -4.439 3.776 -0.454
H: -2.119 4.029 0.507
H: -3.106 2.871 1.413
H: -1.084 2.197 -0.755
H: 1.257 1.896 0.688
H: 2.772 0.515 1.214
H: 3.526 -1.657 0.412
H: 1.908 -2.320 0.589
H: 1.650 -1.731 -1.554
H: 2.603 1.115 -3.457
H: 3.209 -0.529 -3.508
H: 1.668 -2.127 -4.914
H: 2.455 -2.996 2.631
H: 2.399 -2.431 4.292
H: 0.995 -2.210 3.245
H: 2.525 1.221 3.607
H: 1.098 0.247 3.982
H: 2.597 -0.011 4.869
H: 4.609 0.064 2.574
H: 4.511 -1.082 3.912
H: 4.568 -1.675 2.263
H: -2.735 0.341 1.022
H: -1.544 -0.139 -0.178

These are the natural (NBO) partial charges, in e, on atoms 1 to 5: -0.623, -0.208, -0.445, -0.216, -0.402